(1)
# C56H47AsN2O6P2PbS4

C56H47AsN2O6P2PbS4 as an isolated structure in a non-equilibrium geometry (ωB97M-V/def2-TZVPD, the OMol25 dataset).

Geometry as XYZ:
```
119
Properties=species:S:1:pos:R:3
Pb 17.384 13.908 14.491
As 14.431 16.003 17.487
S 13.559 17.678 18.310
S 19.238 15.502 15.607
S 18.928 16.945 14.256
S 16.129 15.480 18.550
P 12.338 13.134 14.138
P 14.835 12.202 11.000
O 17.263 12.921 16.763
O 19.955 16.547 12.871
O 18.010 10.220 11.748
O 18.561 12.055 14.729
O 19.200 10.136 15.771
O 18.259 12.354 11.656
N 18.988 14.369 12.564
N 12.050 12.012 11.689
C 16.425 13.836 9.274
C 17.722 11.641 16.967
C 14.854 9.353 15.662
C 11.389 9.747 11.100
C 7.917 14.729 14.234
C 17.288 15.953 10.112
C 10.526 13.649 14.118
C 17.192 14.996 9.104
C 16.521 15.774 11.282
C 14.871 11.081 9.599
C 9.827 9.273 9.241
C 14.227 10.357 7.395
C 14.272 8.883 16.849
C 10.225 14.673 14.999
C 15.088 9.241 7.480
C 21.267 15.737 10.007
C 13.020 12.927 11.134
C 13.348 12.493 18.033
C 16.476 10.654 17.007
C 20.350 15.132 10.858
C 19.423 12.509 18.500
C 18.593 11.423 18.162
C 20.148 13.313 9.259
C 11.254 11.757 16.365
C 20.266 10.994 12.259
C 12.215 11.944 18.594
C 14.108 11.286 8.420
C 14.769 9.235 18.072
C 20.968 13.972 8.393
C 15.744 10.009 9.652
C 19.029 13.507 11.528
C 15.733 14.660 11.460
C 9.007 15.292 14.988
C 11.466 11.099 10.821
C 8.263 13.717 13.315
C 21.647 15.124 8.830
C 11.185 11.486 17.721
C 10.718 11.499 9.693
C 19.935 13.770 10.548
C 12.376 12.397 15.816
C 20.353 12.420 19.587
C 18.749 10.240 18.897
C 9.542 13.195 13.300
C 18.558 11.214 15.729
C 9.942 10.621 8.882
C 15.934 10.221 15.799
C 15.580 13.733 10.419
C 19.663 10.220 20.030
C 13.448 12.741 16.652
C 19.783 15.385 12.143
C 15.884 9.162 8.561
C 20.420 11.350 20.414
C 15.785 10.208 18.128
C 12.320 11.615 13.069
C 18.753 11.143 11.902
C 10.590 8.854 10.341
H 18.133 9.472 18.751
H 22.485 15.504 8.161
H 16.649 8.389 8.619
H 11.085 14.990 15.615
H 13.475 12.166 8.260
H 15.103 8.546 6.611
H 11.485 10.834 13.349
H 13.616 10.477 6.476
H 17.822 16.830 9.954
H 19.394 13.429 17.889
H 20.909 11.108 11.309
H 20.384 10.022 12.747
H 11.976 9.296 11.849
H 16.459 12.996 8.643
H 13.441 8.204 16.900
H 13.246 11.032 13.256
H 12.035 11.989 19.737
H 16.478 10.623 14.891
H 10.453 7.812 10.573
H 16.010 10.561 19.017
H 10.747 12.540 9.429
H 21.088 13.525 7.413
H 9.724 12.494 12.550
H 10.368 11.458 15.819
H 9.455 10.987 7.961
H 13.190 13.762 11.841
H 19.730 9.230 20.629
H 14.224 12.933 18.725
H 20.552 11.853 12.986
H 16.794 13.265 17.516
H 9.176 8.558 8.845
H 16.656 16.434 12.077
H 14.368 13.125 16.101
H 17.691 15.162 8.186
H 19.664 12.402 9.125
H 20.819 13.391 19.826
H 21.041 11.293 21.325
H 6.926 15.160 14.195
H 14.293 8.944 18.985
H 21.701 16.640 10.358
H 8.791 16.005 15.781
H 14.495 9.076 14.684
H 15.243 14.394 12.471
H 12.729 13.419 10.196
H 16.412 9.858 10.516
H 10.278 10.974 18.081
H 7.553 13.313 12.599
```

Its charge is -2. Its gap between HOMO and LUMO is 5.34 eV. As for the molar mass: 1316.34 g mol⁻¹. The HOMO energy comes out at -1.78 eV. The max |F| is 5.62 eV/A. The multiplicity is 1. As for the energy above the lowest of the compared OMol25 structures with the same formula, charge and spin: 310.08 kJ/mol.

Löwdin atomic charge list, values in e, 8 entries:
1 Pb 1.13
2 As -0.04
3 S -0.32
4 S -0.02
5 S 0.36
6 S -0.19
7 P 1.11
8 P 1.10

(2)
# C56H47BrClIN7OPRh

C56H47BrClIN7OPRh as an isolated structure (ωB97M-V/def2-TZVPD, the OMol25 dataset).

Geometry as XYZ:
```
116
Properties=species:S:1:pos:R:3
I 3.662 -1.557 -5.451
Rh 0.146 -1.177 -0.084
Br -2.522 -5.971 -4.204
Cl -0.264 -2.292 1.946
P 0.975 2.374 0.644
O 2.296 -1.553 -1.919
N -1.161 2.382 2.480
N 3.187 0.426 -2.565
N 3.033 1.169 2.018
N 0.074 0.792 -1.542
N 2.062 -0.240 0.651
N -0.073 2.978 -1.819
N -1.089 0.576 1.214
C -2.602 -3.561 -2.704
C -1.157 0.024 -3.630
C -2.910 2.451 5.111
C 2.397 -3.177 0.481
C -0.334 -0.968 -4.152
C -0.707 -2.530 -1.633
C 4.141 -1.004 4.466
C -0.705 2.407 -2.897
C 5.885 0.164 3.283
C -0.983 2.897 -5.317
C 4.173 -1.643 -3.375
C -4.851 -2.832 1.980
C 4.570 -0.289 3.349
C -2.258 4.176 -3.727
C -2.052 -2.525 -1.961
C 0.380 1.973 -1.022
C -0.617 1.043 -2.707
C 2.570 -4.539 0.340
C -4.465 -2.220 0.796
C 0.146 4.413 -1.621
C -4.606 1.997 3.468
C 6.339 -0.825 5.428
C 3.694 -5.139 0.890
C -1.317 3.181 -3.993
C -2.237 1.610 2.847
C -1.784 -4.585 -3.149
C 6.767 -0.104 4.321
C -2.856 4.873 -4.768
C -2.170 -1.837 -5.438
C -0.837 -1.893 -5.054
C 3.331 2.400 2.749
C -3.620 -1.124 0.836
C -5.584 2.361 4.380
C -3.143 -0.636 2.046
C -2.521 4.580 -6.083
C 3.129 -0.923 -2.559
C -3.890 2.820 6.021
C 3.014 -0.939 1.373
C 2.102 1.016 1.049
C -0.506 1.730 1.486
C 5.025 -1.272 5.501
C 3.611 -0.058 2.248
C 4.633 -4.359 1.552
C -1.583 3.592 -6.354
C -4.399 -2.334 3.196
C -0.429 -4.588 -2.863
C 0.107 -3.550 -2.108
C -2.194 0.492 2.043
C 3.297 -2.379 1.178
C -3.548 -1.239 3.233
C -3.001 -0.853 -4.914
C -2.496 0.074 -4.014
C -0.824 3.692 3.030
C -3.257 2.035 3.826
C 4.441 -2.991 1.693
C -5.228 2.773 5.658
H 2.439 0.916 -2.102
H 2.558 2.607 3.490
H -2.703 -1.704 -1.688
H -1.869 2.456 5.416
H -5.499 -3.699 1.957
H -3.589 5.640 -4.549
H -4.701 -2.810 4.121
H -1.737 4.239 3.247
H -6.626 2.324 4.091
H -2.548 4.390 -2.704
H -2.565 -2.562 -6.140
H -0.249 3.597 3.951
H 3.118 -1.363 4.506
H 4.193 -2.688 -3.099
H 5.521 -4.818 1.968
H 1.173 -3.551 -1.928
H 5.158 -1.197 -3.277
H -3.608 3.133 7.018
H 0.123 4.907 -2.587
H 3.800 0.927 -3.182
H 5.192 -2.406 2.205
H 6.225 0.708 2.408
H -4.045 -0.814 -5.201
H -4.817 -2.601 -0.156
H -3.316 -0.617 -0.071
H -4.882 1.675 2.471
H 3.841 -6.208 0.795
H 7.791 0.243 4.261
H -1.316 3.361 -7.378
H 4.688 -1.835 6.363
H -0.185 -2.662 -5.455
H 0.211 -5.377 -3.238
H -0.253 2.123 -5.529
H 1.114 4.577 -1.161
H 0.702 -1.020 -3.837
H -0.235 4.249 2.308
H 7.031 -1.044 6.232
H 1.544 -2.686 0.035
H -3.176 -0.871 4.182
H -5.994 3.053 6.371
H -3.143 0.841 -3.601
H -2.993 5.118 -6.896
H -0.627 4.846 -0.987
H -3.657 -3.557 -2.951
H 4.278 2.285 3.263
H 3.398 3.238 2.060
H 1.830 -5.129 -0.189
```

Its charge is +1. Its gap between HOMO and LUMO (alpha / beta) is 7.92 / 6.11 eV. As for the molar mass: 1210.18 g mol⁻¹. The HOMO energy (alpha / beta) comes out at -10.00 / -10.18 eV. The max |F| is 0.94 eV/A. The multiplicity is 5. As for the energy above the lowest of the compared OMol25 structures with the same formula, charge and spin: 0.00 kJ/mol.

Löwdin atomic charge list, values in e, 8 entries:
1 I 0.82
2 Rh 0.99
3 Br 0.75
4 Cl 0.10
5 P 1.18
6 O -0.03
7 N -0.05
8 N 0.19

What E values result from the calculations? In sequence: -202106.0435, -174271.3299 eV.